86
Properties=species:S:1:pos:R:3:forces:R:3:mulliken_charge:R:1 method="wB97M-V/def2-TZVPD" max_force_ha_per_bohr=0.0906 spin_multiplicity=1 total_energy_ha=-10592.91797 total_charge=0 homo_lumo_gap_ha=0.3245 homo_energy_ev=-9.2
O -0.128 3.236 -2.108 -1.07 -0.56 1.29 -0.47
V -0.752 2.683 -0.752 -0.60 -1.04 -1.75 0.97
O -2.232 2.060 -1.079 2.59 1.12 0.75 -0.64
O 3.360 -4.355 -3.970 -2.17 0.88 -0.14 -0.57
V 2.020 -3.452 -3.893 0.09 -0.68 -0.39 1.14
O 1.041 -3.694 -5.150 1.59 -0.14 1.64 -0.56
O 1.122 0.886 -3.767 -0.32 1.42 -0.35 -0.48
V 1.817 0.036 -2.675 -2.06 -3.09 0.62 0.89
O 3.138 0.633 -2.159 1.76 1.42 0.51 -0.55
O 0.690 0.764 -0.692 0.90 0.44 -1.23 -0.23
C 0.383 -0.501 -0.137 -1.77 0.35 -1.93 -0.06
C 1.015 -1.864 -0.671 0.83 -0.11 0.54 -0.78
O 1.238 -2.137 -2.068 -0.14 2.30 0.04 -0.41
H -0.662 -0.582 -0.437 -0.62 -0.62 0.36 0.09
H 0.378 -0.450 0.952 0.53 -0.47 0.33 0.27
H 0.307 -2.558 -0.219 -0.40 -0.49 -0.20 0.14
H 1.929 -2.082 -0.118 0.47 0.24 -0.02 0.57
B 2.938 -1.316 -4.639 -0.45 -0.44 0.12 0.18
H 3.248 -0.301 -4.447 1.13 3.59 0.99 -0.13
H 3.328 -1.642 -5.591 1.25 -1.06 -3.29 -0.17
H 3.328 -1.926 -3.838 1.99 -2.61 3.31 0.02
H 1.861 -1.380 -4.644 -4.47 -0.18 -0.24 0.04
Br 0.444 -0.356 4.865 -0.13 -0.34 0.02 -0.20
C 0.196 -2.288 4.666 -0.75 -0.41 -1.55 -0.51
C -0.210 -2.623 3.213 0.20 -0.54 0.10 -0.50
Br -0.484 -4.622 3.158 0.29 1.08 -0.13 -0.15
H -0.676 -2.650 5.211 0.49 0.42 0.76 0.39
H 1.135 -2.765 4.946 -0.30 0.07 0.05 0.40
H 0.502 -2.338 2.438 0.22 -0.32 0.25 0.27
H -1.175 -2.222 2.903 0.04 0.06 0.42 0.31
C -2.705 1.260 2.835 0.22 -2.27 1.08 -1.81
C -2.254 2.564 2.265 -2.27 -1.06 0.46 0.88
C -2.259 3.590 3.364 1.41 1.25 -0.94 -1.16
O -1.625 4.771 2.731 -0.99 -0.81 2.09 -0.38
C -1.539 5.849 3.682 -0.56 0.05 -1.61 -0.96
N -0.961 2.467 1.600 -0.05 0.70 -0.09 0.02
H -2.021 0.794 3.543 0.79 0.46 0.14 0.28
H -2.795 0.445 2.118 -0.34 0.35 -0.53 0.36
H -3.595 1.242 3.465 -0.48 0.62 -0.51 0.47
H -3.082 2.817 1.603 0.43 0.44 -0.68 -0.02
H -1.610 3.317 4.196 0.11 -0.25 0.16 0.50
H -3.249 3.793 3.771 -0.12 0.18 -0.31 0.49
H -1.276 5.513 4.686 0.37 0.11 -0.14 0.33
H -2.513 6.338 3.690 -0.13 0.09 0.40 0.32
H -0.862 6.537 3.175 0.35 0.12 0.83 0.30
H -0.510 1.587 1.805 0.10 -0.26 0.19 0.05
H -0.504 3.194 2.131 1.34 0.12 -0.59 0.17
C 2.535 -6.017 -1.003 0.04 0.78 0.91 -1.56
C 1.361 -6.283 -1.972 2.50 -0.26 1.09 0.52
C 0.202 -7.092 -1.349 0.68 0.92 1.29 -1.01
O -0.427 -6.472 -0.158 -0.04 1.07 -1.06 -0.28
C -1.421 -5.477 -0.514 -0.38 -0.67 -1.82 -0.42
N 0.885 -5.091 -2.640 -0.98 1.11 0.41 0.09
H 3.254 -5.256 -1.306 0.01 -0.26 -1.07 0.38
H 3.104 -6.915 -0.761 -0.17 -0.13 -0.22 0.41
H 2.288 -5.560 -0.045 -0.89 -0.35 0.26 0.32
H 1.886 -6.804 -2.773 -0.57 -0.84 -0.09 0.31
H 0.620 -8.004 -0.923 -0.22 -0.16 -0.36 0.42
H -0.503 -7.264 -2.163 -0.52 -0.34 0.27 0.46
H -1.116 -4.563 -1.023 1.03 0.12 0.17 -0.12
H -2.143 -5.056 0.185 0.51 -1.04 1.05 0.31
H -1.995 -5.959 -1.307 -0.62 -0.01 0.00 0.38
H 0.487 -4.496 -1.927 0.36 0.66 0.45 -0.31
H 0.013 -5.480 -2.967 -0.34 0.63 -1.56 0.32
C -0.389 7.365 0.242 0.19 -1.22 -0.21 -1.35
C -0.161 5.848 -0.254 0.54 2.18 0.74 0.34
C 0.950 5.195 0.519 1.24 0.10 1.33 -0.92
O 1.246 3.879 0.137 -0.02 -0.19 -2.03 0.30
C 2.621 3.460 0.289 -1.31 -0.84 1.86 -0.85
N -1.326 5.024 -0.061 -1.49 -0.52 -0.87 -0.02
H -0.796 7.379 1.253 0.06 0.00 0.04 0.20
H -1.083 7.911 -0.397 -0.21 -0.34 -0.14 0.41
H 0.518 7.969 0.219 0.21 -0.30 0.08 0.41
H 0.037 5.945 -1.322 0.22 -0.53 0.02 0.31
H 0.686 5.080 1.570 -0.64 0.56 0.43 0.21
H 1.865 5.782 0.593 0.09 0.26 -0.65 0.55
H 2.682 2.436 -0.079 0.13 0.32 -0.55 0.01
H 2.620 3.359 1.374 1.09 -0.08 0.38 0.43
H 3.427 4.131 -0.008 -0.51 0.17 -0.56 0.29
H -1.725 5.077 0.865 1.04 -0.44 1.10 0.08
H -2.079 5.575 -0.449 -0.47 -0.49 -1.48 0.36
C -2.671 -1.634 -2.265 -1.07 1.54 0.16 0.61
Cl -2.233 -0.458 -3.589 0.17 -1.51 0.50 -0.13
Cl -4.070 -2.744 -2.635 1.13 0.65 0.08 -0.21
H -1.873 -2.179 -1.760 0.26 -0.11 -0.97 -0.40
H -3.019 -0.881 -1.558 -0.34 -0.55 0.24 0.09

68
Properties=species:S:1:pos:R:3:forces:R:3:nbo_charge:R:1 method="wB97M-V/def2-TZVPD" max_force_ha_per_bohr=0.0497 spin_multiplicity=1 total_energy_ha=-21669.02485 total_charge=0 homo_lumo_gap_ha=0.3461 homo_energy_ev=-9.3 e_above_lowest_kcal_mol=0.0
C 9.763 14.295 10.681 -0.54 1.07 1.04 -0.74
C 9.196 13.001 10.885 -0.21 -0.22 0.04 0.33
N 8.743 11.964 11.039 -0.30 -0.88 0.02 -0.40
H 10.681 14.276 11.249 0.48 0.34 0.07 0.28
H 9.095 15.081 11.176 0.94 -0.94 -1.08 0.27
H 9.980 14.390 9.624 -0.05 0.57 -0.16 0.26
C 11.678 18.352 8.449 -1.39 -0.45 -2.10 -0.73
C 12.339 17.103 8.706 0.82 -2.19 0.89 0.29
N 12.854 16.097 8.973 -0.67 1.37 -0.45 -0.34
H 11.477 18.381 7.314 0.70 0.54 1.68 0.26
H 12.276 19.133 8.870 0.16 0.77 -0.24 0.26
H 10.670 18.352 8.879 0.32 -0.01 0.25 0.26
Br 10.752 17.862 12.661 -0.02 0.00 0.06 -0.02
C 12.693 17.755 12.548 0.50 0.65 -1.29 -0.46
C 13.119 16.315 12.376 0.82 -0.45 -1.24 -0.45
Br 15.086 16.261 12.540 -0.18 0.02 0.02 -0.04
H 13.141 18.263 13.415 -0.38 -0.41 -0.24 0.24
H 12.967 18.349 11.616 -0.27 -0.80 1.28 0.23
H 12.953 15.888 11.361 -0.09 0.71 0.66 0.26
H 12.771 15.570 13.062 -0.40 0.10 0.74 0.24
Br 15.498 12.252 10.482 0.01 -0.11 0.66 -0.09
C 15.480 12.089 12.507 -0.08 1.24 -1.94 -0.40
C 14.279 11.337 12.944 -0.67 -0.16 0.12 -0.46
Br 12.612 12.286 12.603 -0.26 0.39 -0.16 -0.04
H 15.445 13.154 12.766 0.12 -0.47 0.33 0.24
H 16.457 11.658 12.662 -0.07 -0.32 0.55 0.24
H 14.207 11.240 14.016 0.41 -0.38 0.27 0.26
H 14.090 10.390 12.451 0.50 -0.13 0.15 0.24
Br 11.606 12.910 7.263 0.36 0.39 -0.05 0.01
C 11.417 11.162 8.023 -0.17 -1.00 1.36 -0.48
C 12.652 10.594 8.786 0.32 1.12 0.04 -0.46
Br 12.340 8.694 9.130 -0.20 0.34 0.35 -0.02
H 11.090 10.497 7.231 0.02 0.01 -0.03 0.23
H 10.604 11.275 8.790 0.69 -0.32 -0.83 0.23
H 12.766 11.217 9.706 -0.12 -1.02 -0.37 0.24
H 13.666 10.551 8.334 -1.04 0.49 -0.34 0.24
Br 6.320 12.502 5.607 0.00 0.02 0.22 0.02
C 6.843 11.991 7.391 2.22 0.04 1.14 -0.48
C 6.608 13.078 8.487 -0.85 -1.48 -1.45 -0.44
Br 4.766 12.866 9.073 -0.37 0.55 0.01 -0.03
H 7.944 11.712 7.400 -1.05 0.79 -0.40 0.23
H 6.401 11.034 7.642 -0.62 0.23 0.01 0.23
H 6.835 14.084 8.162 -0.25 0.14 -0.14 0.23
H 7.120 12.832 9.378 0.89 -0.28 0.60 0.24
C 9.028 14.285 14.840 0.70 0.72 -1.72 0.52
O 9.797 14.156 13.870 -1.20 -0.14 1.38 -0.65
N 7.647 14.241 14.691 0.45 -0.27 1.73 -0.44
C 7.050 13.849 13.396 0.38 -0.89 1.02 -0.43
C 6.780 14.395 15.896 1.02 -0.71 -0.28 -0.41
H 9.532 14.588 15.836 -1.52 -0.59 -0.95 0.14
H 6.932 14.747 12.829 -0.28 0.37 -0.76 0.20
H 6.088 13.315 13.524 0.43 0.61 0.24 0.21
H 7.707 13.127 12.898 -0.04 0.47 0.07 0.24
H 6.408 13.425 16.266 -0.54 0.29 -0.71 0.20
H 7.429 14.646 16.715 0.50 0.60 0.34 0.21
H 6.025 15.185 15.829 0.04 -0.42 -0.34 0.21
C 11.662 9.969 15.107 -1.06 -0.07 0.97 0.54
O 12.823 9.632 15.005 0.46 0.24 0.08 -0.65
N 10.656 9.437 14.397 0.62 -1.20 -0.99 -0.42
C 9.350 10.032 14.204 -0.46 -0.15 0.69 -0.41
C 11.110 8.528 13.308 -2.17 0.45 0.48 -0.42
H 11.258 10.628 15.900 0.41 0.33 -0.13 0.11
H 9.286 10.437 13.214 0.03 0.62 -0.64 0.22
H 9.138 10.828 14.945 0.26 -0.47 -0.35 0.21
H 8.545 9.274 14.239 0.44 0.16 0.34 0.20
H 11.446 9.166 12.525 0.26 0.24 -1.06 0.20
H 11.903 7.887 13.598 0.60 -0.43 0.57 0.23
H 10.228 7.930 12.995 0.61 0.36 0.01 0.20

15
Properties=species:S:1:pos:R:3:forces:R:3:nbo_charge:R:1 method="wB97M-V/def2-TZVPD" max_force_ha_per_bohr=0.0407 spin_multiplicity=1 total_energy_ha=-722.55166 total_charge=-1 homo_lumo_gap_ha=0.2353 homo_energy_ev=-2.9 e_above_lowest_kcal_mol=50.5
O 2.500 -2.005 -1.090 -0.38 0.14 0.07 -0.58
C 1.537 -1.287 -0.865 1.40 -0.15 -0.07 0.43
C 1.738 0.172 -0.483 -0.56 -0.18 -0.88 -0.17
C 0.645 1.035 -1.119 -1.32 0.46 1.56 -0.53
S -1.088 0.483 -0.726 0.24 -0.03 0.05 -0.75
N 1.738 0.354 0.969 0.34 -0.35 0.12 -0.83
H 0.535 -1.696 -0.947 -0.56 0.16 0.13 0.15
H 2.714 0.423 -0.901 0.18 0.13 0.10 0.17
H 0.693 2.045 -0.695 0.44 -0.05 0.05 0.19
H 0.697 1.193 -2.162 0.56 -0.31 -1.28 0.19
H 1.578 -0.540 1.420 0.08 0.05 0.11 0.35
H 0.926 0.904 1.196 -0.47 0.12 0.09 0.37
H -4.748 0.689 2.161 0.47 -0.09 -0.34 0.48
H -3.705 0.154 3.213 -0.25 0.22 -0.58 0.48
O -4.591 0.520 3.088 -0.17 -0.11 0.87 -0.96